*one*
11
Properties=species:S:1:pos:R:3 method="wB97M-V/def2-TZVPD" smiles="O=CC1(C=O)CO1" e_lumo_ev=0.2 gap_ev=10.267 homo_energy_ha=-0.3714
O -2.07 0.95 0.56
C -0.97 1.14 0.09
C -0.01 0.00 -0.16
C -0.26 -1.22 0.64
O -0.57 -1.19 -0.73
C 1.35 0.32 -0.70
O 1.78 1.44 -0.76
H -0.59 2.15 -0.13
H 0.56 -1.86 0.95
H -1.13 -1.16 1.29
H 1.92 -0.56 -1.06

=====

*two*
11
Properties=species:S:1:pos:R:3 method="wB97M-V/def2-TZVPD" smiles="O=CC1(C=O)CO1" e_lumo_ev=0.7 gap_ev=11.151 homo_energy_ha=-0.3830
O -0.74 1.29 -1.38
C -0.90 0.98 -0.21
C 0.11 0.02 0.17
C -0.07 -1.09 1.06
O -1.11 -0.98 0.13
C 1.13 0.33 -0.88
O 1.83 1.17 -0.36
H -1.74 1.29 0.41
H 0.54 -1.96 0.82
H -0.29 -0.94 2.11
H 1.26 -0.11 -1.89

=====

Bottom line: *one*, by a margin of 0.0753 hartree.

=====

*one*
23
Properties=species:S:1:pos:R:3 method="wB97M-V/def2-TZVPD" spin_multiplicity=2 e_lumo_ev="0.9 / -1.0" gap_ev="9.384 / 7.472" homo_energy_ha="-0.3114 / -0.3108"
N -5.16 -0.10 0.56
C -0.11 -0.49 -1.03
C -1.24 -0.20 -0.07
O -2.16 1.02 -0.17
C 0.99 0.40 -0.76
N 1.98 0.03 0.45
C 2.38 -1.40 0.27
C 3.18 0.90 0.53
H -4.15 0.07 0.50
H -5.58 -0.25 1.47
H -5.79 0.51 0.04
H -0.32 -0.63 -2.06
H -2.00 -1.00 -0.09
H -0.85 -0.03 0.94
H -2.22 1.46 -1.03
H 0.66 1.49 -0.37
H 1.91 0.51 -1.44
H 3.36 -1.57 -0.43
H 2.94 -1.76 1.15
H 1.66 -2.15 -0.06
H 3.80 0.70 -0.38
H 2.95 2.02 0.68
H 3.79 0.48 1.33

=====

*two*
23
Properties=species:S:1:pos:R:3 method="wB97M-V/def2-TZVPD" spin_multiplicity=2 e_lumo_ev="0.7 / 0.4" gap_ev="3.905 / 9.577" homo_energy_ha="-0.1195 / -0.3361"
C 0.80 2.25 -0.52
O 0.59 3.38 0.36
C 0.36 1.02 0.25
C 0.76 -0.27 -0.45
C -0.05 -1.50 -0.07
C -1.98 -2.87 -0.58
N -1.19 -1.69 -0.95
N 1.05 1.11 1.62
H 0.26 2.37 -1.46
H 1.86 2.25 -0.79
H 0.21 4.12 -0.13
H -0.69 1.19 0.49
H 0.58 -0.10 -1.51
H 1.80 -0.51 -0.35
H 0.60 -2.36 -0.18
H -0.36 -1.47 1.00
H -2.73 -3.01 -1.34
H -2.44 -2.78 0.40
H -1.30 -3.72 -0.63
H -1.79 -0.88 -0.96
H 0.92 2.07 1.96
H 0.64 0.40 2.31
H 2.09 1.01 1.53

=====

Bottom line: *two*, by a margin of 0.0344 hartree.

=====

*one*
23
Properties=species:S:1:pos:R:3 method="wB97M-V/def2-TZVPD" e_lumo_ev="-5.4 / -5.2" gap_ev="7.736 / 7.407" total_charge=+1 homo_energy_ha="-0.4834 / -0.4646"
C 0.38 -2.47 1.18
C 0.89 1.49 -0.58
C -0.20 2.18 0.26
C -0.42 0.75 -0.37
C -1.58 0.64 -1.40
C 1.35 -1.45 -0.74
C -0.29 -0.29 0.75
N 0.45 -1.47 0.45
S -1.53 -0.43 1.92
H -0.23 -2.44 2.09
H 0.96 -3.36 0.97
H 1.07 2.13 -1.39
H 1.72 1.04 -0.02
H -0.14 2.27 1.33
H -0.74 3.08 -0.09
H -2.35 0.09 -0.76
H -1.25 0.11 -2.24
H -1.90 1.64 -1.73
H 2.35 -1.43 -0.48
H 0.97 -0.67 -1.45
H 1.40 -2.56 -1.10
H 1.12 0.43 1.85
H -2.02 0.76 1.55

=====

*two*
23
Properties=species:S:1:pos:R:3 method="wB97M-V/def2-TZVPD" e_lumo_ev=-4.9 gap_ev=8.465 total_charge=+1 homo_energy_ha=-0.4896
C 0.60 -2.38 0.40
C 1.05 -0.84 0.55
C 1.99 -0.59 1.62
C -0.73 0.69 -2.12
C -2.03 0.40 -0.04
C 0.69 1.53 0.38
C -0.79 -0.07 -0.80
N 0.38 0.16 0.04
S -0.54 -2.96 1.39
H 1.04 -2.93 -0.43
H 1.52 -0.87 2.49
H 2.87 -1.26 1.58
H 2.34 0.47 1.69
H -0.90 1.69 -2.06
H 0.18 0.36 -2.59
H -1.68 0.34 -2.66
H -2.03 1.43 0.24
H -2.44 -0.19 0.78
H -2.86 0.32 -0.75
H 1.59 1.88 0.12
H 0.65 1.81 1.36
H -0.09 2.17 -0.22
H -0.81 -1.16 -0.97

=====

*three*
23
Properties=species:S:1:pos:R:3 method="wB97M-V/def2-TZVPD" e_lumo_ev=-4.8 gap_ev=9.155 total_charge=+1 homo_energy_ha=-0.5139
C -0.58 1.10 -0.16
C 1.48 1.96 0.75
C 2.75 -0.78 -0.35
C 0.38 -1.47 -0.90
C -4.82 -0.48 0.87
C 0.82 0.91 -0.16
C 1.24 -0.55 -0.01
N -1.70 1.16 0.05
S -4.04 -0.39 -0.52
H 2.52 1.96 0.58
H 1.39 1.65 1.75
H 1.01 2.97 0.50
H 3.43 -0.57 0.40
H 3.14 -0.32 -1.23
H 2.88 -1.81 -0.56
H -0.63 -1.02 -0.98
H 0.75 -1.52 -1.94
H 0.40 -2.42 -0.52
H -4.31 -0.37 1.87
H -5.73 -1.04 0.92
H 1.08 1.27 -1.29
H 1.13 -0.76 1.05
H -2.60 0.52 -0.11

=====

*four*
23
Properties=species:S:1:pos:R:3 method="wB97M-V/def2-TZVPD" e_lumo_ev="-4.3 / -4.6" gap_ev="7.325 / 8.375" total_charge=+1 homo_energy_ha="-0.4255 / -0.4765"
C -0.61 -1.77 0.54
C -0.47 -0.66 0.05
C -0.85 -3.10 0.97
C 0.26 1.33 1.82
C 2.15 1.33 0.14
C -1.19 -0.12 -2.75
C -0.07 0.61 -0.42
N 0.67 1.61 0.41
S 0.15 0.93 -2.11
H -1.05 -3.72 0.08
H -1.57 -3.28 1.78
H 0.14 -3.40 1.33
H 0.41 2.21 2.36
H -0.71 0.94 1.89
H 0.98 0.62 2.30
H 2.17 0.21 0.36
H 2.57 1.46 -0.94
H 2.87 1.82 0.96
H -2.11 0.29 -2.14
H -0.82 -1.10 -2.65
H -1.29 -0.09 -3.85
H -2.11 1.31 -0.38
H 0.49 2.56 0.26

=====

Bottom line: *two*, by a margin of 0.0232 hartree.